{
  "formula": "C4H6N4",
  "method": "ωB97M-V with the def2-TZVPD basis set",
  "e_above_lowest_ev": 4.281,
  "lumo_ha": 0.01637,
  "gap_ev": 9.1987,
  "energy_ev": -10201.6586,
  "elements": ["C", "N", "N", "C", "C", "C", "N", "N", "H", "H", "H", "H", "H", "H"],
  "positions_angstrom": [[2.3477, 0.4220, 0.0846], [2.0162, -0.9808, 0.1213], [0.6906, -1.0700, 0.0279], [0.1326, 0.1230, -0.0035], [-1.2519, 0.3025, -0.4972], [-2.3148, 0.3720, 0.7087], [-2.2723, -0.5969, -0.3913], [1.1294, 1.0432, -0.1167], [3.2976, 1.0339, 0.3619], [-1.2601, 1.0871, -1.4379], [-1.9901, -0.0037, 1.6947], [-3.1546, 1.2162, 0.6797], [-1.9798, -1.5455, -0.2422], [0.6582, 2.1277, -0.3000]],
  "atomic_forces_ev_per_a": [[-1.209, -1.864, 0.229], [1.865, 4.166, 0.536], [-0.297, -0.375, 0.557], [1.338, -1.730, -2.397], [0.375, 4.738, 0.287], [-0.603, 1.099, -1.689], [-1.416, -0.771, -0.187], [-2.620, 4.260, 0.295], [-1.832, -1.739, -0.929], [-0.289, -1.808, 2.425], [0.027, 0.566, -0.635], [1.791, -2.275, 0.006], [-0.044, -0.371, 0.607], [2.914, -3.896, 0.896]],
  "lowdin_charge": [-0.1251, -0.0132, 0.0033, -0.3803, -0.3115, -0.0873, -0.0159, 0.0357, 0.1315, 0.1768, 0.0986, 0.1259, 0.1025, 0.2590]
}